No. 1
Molecular formula: C59H50Cl3N3P3Sr
Method: DFT, the ωB97M-V functional and the def2-TZVPD basis

```
119
Properties=species:S:1:pos:R:3:mulliken_charge:R:1
Sr 0.25849 -0.92767 -1.09574 2.413
Cl 3.15289 -2.39957 0.09396 -0.018
Cl 0.14619 -3.92787 0.24676 0.014
Cl -2.50541 -2.81947 0.03336 -0.013
P -2.20531 0.62183 1.52316 1.352
P 2.56369 0.08333 1.88066 2.737
P -1.95711 -0.09757 -2.59164 2.045
N 2.19389 -0.42037 -2.30784 0.835
N 0.50819 -2.41597 -2.93644 0.690
N -0.32101 1.18513 -0.72774 1.245
C -3.35511 2.09303 -1.60854 0.273
C 3.65559 -1.27267 2.47926 -0.993
C 1.13489 1.69573 5.97086 -0.833
C 1.48789 -0.10707 4.43086 -0.375
C 1.49079 -2.73127 -5.07514 -1.341
C -1.84811 -0.62927 2.81476 0.248
C -0.35591 3.13883 -1.82894 -1.441
C -0.43411 3.40883 -0.44724 -1.727
C -4.67611 1.85993 1.81336 -0.700
C -1.41371 -2.85727 4.43336 -1.065
C 5.18459 1.13223 1.50006 -1.562
C 4.27039 -1.24637 3.72826 -0.051
C 5.59259 3.31013 0.57046 -0.984
C 3.34089 2.51463 0.81906 -0.169
C 4.16239 0.88043 -2.62194 -0.932
C 3.01639 0.53543 -1.92454 -1.680
C 2.07989 0.76903 3.52066 -0.163
C 3.81469 1.32583 1.37806 0.959
C -4.75321 3.52683 -2.92664 -0.936
C 2.44269 -1.09527 -3.43054 0.218
C -3.60721 -1.92207 -3.77984 -0.378
C -0.38391 -3.34247 -3.23334 -0.099
C -0.42621 2.18563 0.19306 -0.352
C 5.18569 -3.43307 3.36616 -0.619
C -4.13661 3.22873 -1.72274 -0.799
C 4.60969 -3.47247 2.10696 -0.639
C -5.39641 3.11333 3.72686 -0.611
C -0.72601 1.79493 1.60436 0.488
C 3.85689 -2.39197 1.67796 0.506
C -0.76341 -1.47307 2.58926 1.278
C -4.07271 -2.76337 -4.77004 -0.744
C -3.17931 1.25713 -2.70514 0.093
C -1.80271 -1.22997 -5.20774 0.036
C 1.02169 0.35193 5.64736 -0.870
C -2.50781 -2.03687 4.65236 -1.027
C 1.45629 -2.11057 -3.82504 0.903
C 4.45719 0.16713 -3.77224 -1.031
C 5.02639 -2.31557 4.16926 -0.927
C 0.55549 -3.70197 -5.38104 -0.651
C 4.22689 3.49933 0.42026 -0.594
C 1.71809 2.57123 5.07086 -0.689
C -0.39651 -4.03587 -4.43124 -1.029
C -0.54701 -2.58417 3.38506 -0.537
C 2.19019 2.11413 3.85236 -0.323
C -3.44651 1.62893 2.41656 0.270
C -3.80401 1.55903 -3.91174 -1.265
C -0.53011 0.91273 -3.16534 -1.466
C -2.74181 -0.94637 3.83416 -0.669
C -4.17851 2.86763 4.34356 -0.699
C 6.06629 2.12063 1.09756 -0.659
C -1.56671 -4.20447 0.58536 -0.592
C -0.29731 1.76773 -1.96144 -0.018
C -3.40051 -2.84767 -5.98064 -0.605
C 3.59029 -0.83137 -4.18174 -0.862
C -5.64191 2.61203 2.46056 -0.721
C -3.20181 2.14083 3.68996 -0.246
C -2.47711 -1.13357 -3.99804 -0.157
C -2.26471 -2.08417 -6.19574 -0.831
C -4.58681 2.69303 -4.01954 -0.693
H 5.34879 0.37083 -4.34584 0.450
H -2.25471 1.94563 4.17736 0.491
H 1.80929 3.61913 5.31396 0.458
H -2.86621 1.87043 -0.66904 0.090
H 0.56779 -0.33897 6.34376 0.463
H 4.81069 1.66033 -2.26014 0.552
H -0.92131 -0.62997 -5.38714 0.309
H -3.99271 3.23653 5.34166 0.452
H 2.64969 2.81063 3.16746 0.353
H 0.30509 0.27533 -3.45424 -0.041
H -0.37371 3.85433 -2.63024 0.621
H 0.09899 1.24043 2.06336 -1.410
H -4.96191 -3.34967 -4.60034 0.430
H 5.48599 -2.27387 5.14436 0.452
H -1.74081 -2.14587 -7.14054 0.517
H 2.27389 2.66603 0.69276 0.443
H 1.40819 -1.15687 4.18526 0.690
H 4.14999 -0.37677 4.35536 0.566
H -0.80541 1.53193 -4.02454 0.980
H 2.74139 1.04643 -1.01624 0.986
H -4.87041 1.43783 0.83726 0.456
H -1.12831 -3.54907 -2.47624 0.244
H -0.96081 2.67323 2.20996 1.013
H -0.08941 -1.24747 1.75226 -0.783
H -6.15281 3.69283 4.23496 0.390
H 5.57059 0.21163 1.90956 0.422
H 0.28929 -3.24327 3.18356 0.613
H 4.74259 -4.33307 1.47056 0.499
H 0.56739 -4.17837 -6.34894 0.479
H 2.22979 -2.45447 -5.80674 0.382
H -6.59091 2.79923 1.98146 0.447
H -0.50421 4.37883 0.01386 0.615
H 3.85029 4.41263 -0.01554 0.481
H -3.62741 -0.34837 3.98716 0.475
H 0.76849 2.05723 6.91956 0.411
H -4.26221 3.88533 -0.87254 0.567
H -1.68271 -4.29847 1.66516 0.376
H -1.14031 -4.79037 -4.62424 0.490
H -4.12621 -1.84957 -2.83044 0.497
H -3.19911 -2.25897 5.45146 0.466
H -3.66411 0.90803 -4.76504 0.390
H -1.87561 -5.09787 0.04406 0.510
H -3.76201 -3.50467 -6.75724 0.408
H 5.75819 -4.27617 3.71766 0.412
H 3.82809 -1.40837 -5.05984 0.470
H 6.28609 4.08323 0.27516 0.401
H -5.36561 4.41083 -3.01964 0.409
H 7.12899 1.95623 1.19646 0.457
H -1.23971 -3.71137 5.06886 0.476
H -5.06051 2.92833 -4.96124 0.454
```

Lowest unoccupied orbital energy (eV): -2.9365
Maximum force (eV/Å): 4.10
HOMO energy (eV): -9.01
Net charge: +1

***

No. 2
Molecular formula: C59H50ClIN3OP2PdS
Method: DFT, the ωB97M-V functional and the def2-TZVPD basis

```
119
Properties=species:S:1:pos:R:3:mulliken_charge:R:1
I -4.26815 3.64802 0.37865 -0.017
Pd -0.86971 -0.16516 -0.31469 -1.066
Cl -8.03969 -0.10686 -1.63297 -0.270
S 3.02818 -4.10556 5.05531 -0.048
P -0.83356 -1.07811 1.87489 1.111
P 0.99887 -1.35106 -0.01085 2.240
O -2.48927 1.15255 -0.15442 0.511
N -3.06007 -1.37025 -1.11833 1.120
N 4.02369 8.07379 -0.00650 -0.478
N 0.53070 -2.06648 1.47034 0.866
C 3.13934 -0.36714 1.53557 -0.162
C -2.93048 -2.84493 1.99980 -0.222
C -4.06234 -0.46195 -0.98821 0.329
C 4.89911 1.00466 0.64247 -1.001
C 0.58456 -3.51416 1.77452 -0.668
C 2.73421 -3.19008 -1.20994 -0.462
C 0.29492 5.13980 -0.78225 -0.168
C -0.23863 -0.23763 -4.16284 -0.168
C -2.01400 -2.11677 2.75623 0.265
C -0.34265 2.91499 -0.02152 -0.023
C 1.18204 6.19947 -0.77998 -1.157
C 2.08915 3.59560 -2.62824 0.026
C 3.14227 0.21160 -0.79546 -0.448
C 0.41382 2.11469 4.91267 -0.837
C -3.71025 0.83653 -0.46656 -1.526
C -5.65011 -2.04533 -1.89234 -1.130
C -2.97280 -3.01819 4.76945 -0.876
C -3.87603 -3.75018 4.01089 -0.708
C -0.27917 0.13136 3.09709 0.793
C -0.99472 0.47702 -3.23575 -0.684
C 4.31639 0.92493 -0.61623 -0.562
C -2.89785 0.33637 -4.70814 -1.030
C -0.81442 -0.67107 -5.34790 -0.846
C -2.04398 -2.19940 4.14706 -0.553
C -0.99860 1.32654 3.13589 -1.098
C 2.59708 4.99868 0.80154 -1.205
C 3.01349 -4.20496 -2.11076 -0.690
C 0.75384 -4.10314 -2.94569 -0.914
C -4.74198 1.75154 -0.34595 0.443
C -4.62722 -2.93735 -2.02465 -1.519
C 0.35849 4.48454 -4.59126 -0.929
C 0.54566 4.01025 0.01195 1.053
C -6.39178 0.23167 -1.19496 0.531
C 4.31010 0.35778 1.71681 -0.913
C -3.33839 -2.54984 -1.61608 -0.587
C 2.32504 6.12126 0.00764 0.828
C 0.77914 -0.06967 3.97791 -0.046
C -0.65291 2.31370 4.04644 -0.495
C 1.71197 3.94824 0.80157 0.131
C 2.53920 -0.43784 0.28509 0.689
C -3.85718 -3.66316 2.62613 -0.659
C 0.83967 2.98808 -2.76108 1.022
C -2.33115 0.76251 -3.51827 0.331
C 3.26459 7.21245 -0.00043 -0.209
C 1.45414 -2.64080 -1.16878 0.105
C 0.46759 -3.08843 -2.04565 -0.248
C -0.02665 3.45180 -3.75399 -0.060
C -5.39451 -0.76011 -1.36091 0.350
C 2.57992 -3.72345 3.34947 -0.194
C -0.37411 0.86970 -1.95973 0.776
C -2.14467 -0.38786 -5.62354 -0.895
C 2.02414 -4.66145 -2.97242 -0.746
C 1.61008 5.07572 -4.45415 -0.647
C 1.12606 0.92277 4.88208 -0.887
C 2.47601 4.62888 -3.46842 -0.967
C 0.48588 1.91935 -1.81466 -0.241
C -6.06936 1.45948 -0.69671 -0.406
C 1.07300 -3.83699 3.18088 -0.866
C 4.82187 -4.04896 4.89548 -0.818
H 3.45216 5.08189 -3.35511 0.511
H -2.91767 1.33266 -2.81021 0.780
H -1.35559 -1.62048 4.74749 0.438
H -4.60270 -4.38235 4.50203 0.414
H -1.00495 3.00477 -3.86717 0.484
H -2.51613 -3.25543 -1.69553 0.576
H -0.32087 4.83202 -5.35782 0.474
H -0.00587 -4.44549 -3.63467 0.498
H -1.30454 2.95428 -0.51043 0.158
H 5.24053 -4.28549 5.87086 0.347
H -1.21720 3.23574 4.08042 0.520
H 0.56106 -3.18631 3.89466 0.237
H 4.76236 0.40880 2.69796 0.517
H 2.76765 3.24027 -1.86163 0.595
H 2.71079 0.13543 -1.78418 0.411
H 3.08770 -4.41498 2.67125 0.608
H -0.50517 -2.60850 -2.03953 0.050
H -2.59063 -0.72201 -6.55006 0.435
H 2.92616 -2.71904 3.11328 -0.314
H 1.94587 0.76169 5.56870 0.529
H 5.81736 1.55957 0.77979 0.423
H -4.79009 -3.92467 -2.43114 0.487
H 1.22548 -3.99041 1.02901 0.858
H 0.68511 2.88563 5.62029 0.407
H -2.92283 -2.75504 0.92395 0.158
H 4.78441 1.40837 -1.46324 0.491
H -0.41736 -3.93020 1.64393 0.090
H 5.16955 -4.78925 4.17691 0.272
H 0.80097 -0.45844 -3.95082 0.411
H -2.99507 -3.07966 5.84865 0.469
H -0.21808 -1.22415 -6.06061 0.483
H 1.00760 7.07550 -1.38867 0.542
H 3.50579 -2.82446 -0.54385 0.494
H 1.32860 -1.00410 3.96770 0.079
H 2.67122 -0.85489 2.37590 -0.389
H 5.16158 -3.05738 4.59973 0.218
H 2.25035 -5.44912 -3.67792 0.421
H -0.59551 5.16569 -1.39656 0.598
H 0.76506 -4.85564 3.42861 0.567
H 4.00382 -4.63625 -2.14713 0.463
H 3.49736 4.97262 1.39844 0.515
H -6.83757 2.21026 -0.57855 0.481
H -4.56984 -4.22131 2.03422 0.483
H 1.90526 5.87961 -5.11410 0.430
H -1.82950 1.47928 2.45216 0.400
H -6.65682 -2.30262 -2.18989 0.497
H -0.19116 2.06018 0.63181 -0.655
H 1.16409 1.85640 -0.97038 -0.202
H 1.90179 3.06423 1.39940 0.589
H -3.93233 0.57079 -4.92057 0.481
```

Lowest unoccupied orbital energy (eV): -4.2275
ΔE to the lowest compared entry with this formula, charge and spin (eV): 1.259
Maximum force (eV/Å): 1.26
HOMO energy (eV): -9.51
Net charge: +1

***

Q: lowest unoccupied orbital energy of number 2 (C59H50ClIN3OP2PdS)?
A: -4.2275 eV

***

Q: The lowest HOMO energy belongs to which entry?
A: C59H50ClIN3OP2PdS

***

Q: The lowest lowest unoccupied orbital energy belongs to which entry?
A: C59H50ClIN3OP2PdS

***

Q: maximum force of number 1 (C59H50Cl3N3P3Sr)?
A: 4.10 eV/Å